# 1
DFT (the ωB97M-V functional and the def2-TZVPD basis) results for C7H12F6N2O in the gas phase at a distorted geometry.

The LUMO energy comes out at 0.0242 Eh. The calculation puts the maximum force at 6.4 eV/A. The calculation puts the orbital gap at 8.90 eV. The value obtained for the HOMO energy is -8.24 eV. Its SMILES is CN(C)CCNC(O)(C(F)(F)F)C(F)(F)F.

Structure (ORCA input):
```
! wB97M-V def2-TZVPD RIJCOSX def2/J DEFGRID3
* xyz 0 1
C 0.058 -2.518 1.776
N -0.311 -1.146 1.994
C 0.573 -0.146 2.657
C -1.475 -0.627 1.209
C -1.134 0.347 0.097
N 0.295 0.411 -0.256
C 0.597 1.048 -1.632
O 1.805 1.413 -0.999
C -0.216 2.302 -2.117
F -1.542 2.077 -2.452
F -0.165 3.177 -1.061
F 0.438 2.939 -3.150
C 0.756 -0.049 -2.719
F 1.406 -1.157 -2.158
F 1.510 0.326 -3.837
F -0.440 -0.473 -3.165
H 0.282 -2.701 0.711
H -0.676 -3.285 2.099
H 0.887 -2.824 2.491
H 1.547 -0.168 2.294
H 0.100 0.830 2.600
H 0.700 -0.328 3.732
H -2.244 -0.168 1.930
H -1.916 -1.579 0.776
H -1.594 1.303 0.161
H -1.655 -0.067 -0.817
H 0.786 -0.511 -0.103
H 1.627 1.573 -0.058
*
```

# 2
DFT (the ωB97M-V functional and the def2-TZVPD basis) results for CH3N5 in the gas phase at a distorted geometry.

The LUMO energy comes out at 0.0153 Eh. As for the energy relative to the best compared isomer or geometry (same formula, charge and spin): 2.161 eV. The calculation puts the maximum force at 3.2 eV/A. The calculation puts the orbital gap at 9.66 eV. The value obtained for the HOMO energy is -9.25 eV. Its SMILES is [H]/N=c1/nn[nH][nH]1.

Structure (ORCA input):
```
! wB97M-V def2-TZVPD RIJCOSX def2/J DEFGRID3
* xyz 0 1
H -1.899 1.771 0.240
N -1.416 1.391 -0.552
C -0.486 0.589 -0.326
N 0.221 0.027 -1.503
N 1.027 -0.864 -1.126
N 0.953 -0.996 0.286
N -0.076 -0.210 0.879
H 1.214 -1.959 0.463
H 0.461 0.252 1.639
*
```

# 3
DFT (the ωB97M-V functional and the def2-TZVPD basis) results for 5 unconnected molecules or ions with the total composition C33H40N4O2S at a distorted geometry.

The LUMO energy comes out at -0.0271 Eh. The calculation puts the maximum force at 1.4 eV/A. The calculation puts the orbital gap at 7.50 eV. The value obtained for the HOMO energy is -8.24 eV. Its SMILES is CC(C)=CCC[C@H](C)CCc1cccc2c1C(=O)c1ccc(S)c(C)c1C2=O.CC#N.CC#N.CC#N.CC#N.

Structure (ORCA input):
```
! wB97M-V def2-TZVPD RIJCOSX def2/J DEFGRID3
* xyz 0 1
C 7.858 0.580 0.212
C 8.473 -0.774 -0.066
C 9.477 -0.846 -1.200
C 8.237 -1.890 0.641
C 6.962 -2.304 1.344
C 5.680 -1.620 0.861
C 4.424 -2.518 0.986
C 4.131 -3.133 -0.408
C 3.245 -1.611 1.403
C 2.000 -2.373 1.873
C 1.081 -2.874 0.781
C 1.064 -4.232 0.472
C 0.247 -4.762 -0.514
C -0.584 -3.928 -1.249
C -0.602 -2.579 -0.941
C 0.210 -2.042 0.066
C 0.043 -0.581 0.318
O 0.934 0.171 0.646
C -1.350 -0.061 0.130
C -1.801 0.966 0.945
C -3.076 1.454 0.738
C -3.896 0.911 -0.254
S -5.523 1.588 -0.461
C -3.462 -0.133 -1.076
C -4.344 -0.718 -2.151
C -2.155 -0.598 -0.872
C -1.543 -1.688 -1.687
O -1.793 -1.854 -2.863
H 8.201 1.298 -0.534
H 8.217 0.939 1.176
H 6.770 0.606 0.184
H 9.855 0.134 -1.488
H 8.971 -1.283 -2.061
H 10.311 -1.494 -0.922
H 9.057 -2.597 0.752
H 6.880 -3.391 1.316
H 7.075 -2.039 2.405
H 5.528 -0.712 1.447
H 5.764 -1.299 -0.178
H 4.574 -3.318 1.714
H 3.813 -4.173 -0.344
H 3.370 -2.549 -0.925
H 5.025 -3.128 -1.035
H 3.034 -0.947 0.570
H 3.589 -1.010 2.248
H 1.405 -1.721 2.517
H 2.287 -3.233 2.480
H 1.703 -4.905 1.031
H 0.251 -5.825 -0.712
H -1.209 -4.332 -2.032
H -1.157 1.369 1.713
H -3.444 2.269 1.347
H -5.799 1.942 0.799
H -4.086 -0.278 -3.113
H -4.193 -1.792 -2.205
H -5.384 -0.508 -1.915
C -4.681 5.217 1.893
C -5.652 4.212 2.287
N -6.408 3.383 2.526
H -5.129 5.949 1.223
H -4.279 5.746 2.755
H -3.852 4.746 1.366
C -2.453 4.893 -1.511
C -2.516 6.232 -0.943
N -2.586 7.280 -0.481
H -3.457 4.527 -1.730
H -1.883 4.897 -2.438
H -1.973 4.201 -0.819
C -7.048 3.047 -4.343
C -6.343 4.189 -3.783
N -5.780 5.077 -3.325
H -6.440 2.539 -5.089
H -7.288 2.324 -3.565
H -7.978 3.350 -4.821
C -6.979 0.002 3.048
C -5.828 -0.837 3.338
N -4.913 -1.492 3.568
H -7.761 -0.128 3.795
H -6.707 1.056 3.036
H -7.406 -0.240 2.075
*
```

# 4
DFT (the ωB97M-V functional and the def2-TZVPD basis) results for 5 unconnected molecules or ions with the total composition C4H19N2O4 at a distorted geometry.

The LUMO energy comes out at -0.0916 Eh. As for the energy relative to the best compared isomer or geometry (same formula, charge and spin): 0.071 eV. The calculation puts the maximum force at 1.3 eV/A. The calculation puts the orbital gap at 9.38 eV. The value obtained for the HOMO energy is -11.87 eV.

Structure (ORCA input):
```
! wB97M-V def2-TZVPD RIJCOSX def2/J DEFGRID3
* xyz 1 1
C 0.783 1.510 -0.953
C 1.712 0.960 0.129
C 1.219 -0.360 0.647
C 1.699 -1.533 0.222
N 1.090 -2.751 0.527
N -0.590 1.791 -0.362
H 0.640 0.761 -1.736
H 1.196 2.440 -1.401
H 2.756 0.911 -0.300
H 1.845 1.656 0.973
H 0.395 -0.336 1.328
H 2.557 -1.633 -0.467
H 0.379 -2.733 1.230
H 1.688 -3.537 0.669
H -1.201 2.113 -1.111
H -0.975 0.930 0.037
H -0.531 2.488 0.391
H -2.195 -0.663 0.259
H -2.847 -0.176 1.606
O -2.010 -0.249 1.125
H -1.493 -1.438 -1.540
H -2.753 -0.766 -2.072
O -1.956 -0.570 -1.566
H -0.050 2.969 2.827
H 0.024 4.296 2.073
O -0.210 3.378 1.973
H -0.386 -3.466 -2.233
H -0.063 -3.016 -0.783
O -0.723 -2.978 -1.491
*
```

Q: The highest maximum force belongs to which entry?
A: C7H12F6N2O

Q: What is the formula in the second record?
A: CH3N5

Q: Which value of LUMO energy does entry 2 give?
A: 0.0153 Eh

Q: Which of these has the lowest LUMO energy?
A: C4H19N2O4